Entry 1:
Molecular formula: C20H19NO3
Method: DFT, ωB97M-V with the def2-TZVPD basis set

Summary:
- E_tot (hartree) = -1053.89675
- strongest force on any atom (hartree/bohr) = 0.039
- HOMO level (eV) = -7.022

```
43
Properties=species:S:1:pos:R:3:forces:R:3
C -5.272112 3.173353 0.804229 0.01 -0.45 -0.01
O -5.120905 1.752282 0.597513 0.39 0.34 0.19
C -3.879640 1.204567 0.690089 0.55 0.05 -0.38
C -3.751996 -0.147341 0.277567 -0.34 0.86 0.28
C -2.514746 -0.747706 0.255908 0.57 0.09 0.16
C -1.332005 -0.056292 0.639502 -1.75 1.01 -0.10
C -0.063103 -0.737847 0.642267 0.67 -1.66 -0.05
C 1.188218 -0.070839 0.457358 1.24 0.79 -0.08
C 2.362007 -0.799989 0.788767 -0.21 0.14 0.13
C 3.601039 -0.215430 0.820490 0.48 1.04 0.11
C 3.717475 1.189892 0.632679 -0.32 -0.27 -0.33
O 4.939656 1.748134 0.830863 -0.57 0.07 -0.09
C 5.063326 3.177958 0.749422 -0.02 -0.37 0.00
C 2.592712 1.923614 0.186604 0.40 -0.20 0.09
C 1.373759 1.277834 0.018278 -0.39 -0.56 0.40
C -1.500470 1.287644 1.090314 0.67 -0.67 -0.32
C -2.731685 1.921095 1.090300 -0.89 -0.14 -0.08
H -6.339691 3.336510 0.633495 0.29 0.15 0.08
H -5.005298 3.469207 1.835412 -0.10 -0.18 -0.42
H -4.677762 3.757780 0.077471 -0.21 -0.33 0.29
H -4.659821 -0.663638 -0.036481 0.33 0.06 0.05
H -2.413045 -1.766057 -0.111240 -0.03 0.12 0.10
H -0.020422 -1.694246 1.222192 0.18 0.91 -0.66
H 2.257727 -1.859172 1.014905 -0.08 0.10 -0.07
H 4.500067 -0.795654 1.038887 -0.31 0.23 0.02
H 6.122322 3.352703 0.933877 -0.15 0.16 -0.04
H 4.786933 3.557347 -0.246289 0.11 -0.16 0.28
H 4.457462 3.674074 1.523318 0.14 -0.18 -0.23
H 2.694665 2.992455 -0.026579 -0.16 -0.53 -0.05
H 0.544666 1.832603 -0.428558 0.24 -0.18 0.29
H -0.645972 1.852472 1.472623 -0.25 -0.32 -0.19
H -2.811509 2.974693 1.388631 0.10 -0.62 -0.05
N 0.092558 -2.274864 -0.975894 0.14 -0.43 0.57
C 0.695129 -3.432023 -0.497610 0.35 -0.48 0.78
O 1.158117 -3.483955 0.668044 -0.36 0.29 -0.09
C 0.798746 -4.616447 -1.338370 -0.17 0.64 -0.36
C 0.304553 -4.617225 -2.618058 0.33 -0.12 0.88
C -0.305990 -3.438153 -3.063912 -0.35 1.35 -0.02
C -0.363096 -2.310508 -2.220102 -0.54 -0.86 -1.71
H 1.315324 -5.446472 -0.871776 -0.13 -0.01 -0.13
H 0.395388 -5.510094 -3.245732 -0.12 0.40 0.15
H -0.723933 -3.364048 -4.066913 0.12 0.07 0.26
H -0.828644 -1.408219 -2.633491 0.12 -0.14 0.34
```
Forces are in eV/Å.

How is the electron density shared among the atoms? According to Mulliken, the charges in e are:
1 C -0.81
2 O -0.44
3 C 0.91
4 C -0.87
5 C -0.31
6 C -0.21
7 C -0.42
8 C 0.85
9 C -0.53
10 C -0.93
11 C 0.97
12 O -0.43
13 C -0.82
14 C -0.34
15 C -0.86
16 C -0.58
17 C -0.60
18 H 0.24
19 H 0.32
20 H 0.35
21 H 0.41
22 H 0.46
23 H 0.53
24 H 0.57
25 H 0.42
26 H 0.25
27 H 0.32
28 H 0.35
29 H 0.30
30 H 0.68
31 H 0.63
32 H 0.34
33 N -0.05
34 C 0.40
35 O -0.81
36 C -0.68
37 C -0.19
38 C -0.73
39 C -0.20
40 H 0.39
41 H 0.37
42 H 0.34
43 H 0.38

Entry 2:
Molecular formula: C20H19NO3S
Method: DFT, ωB97M-V with the def2-TZVPD basis set

Summary:
- E_tot (hartree) = -1452.18205
- strongest force on any atom (hartree/bohr) = 0.014
- SMILES = COc1ccc(CNC(=O)c2sccc2-c2ccccc2)cc1OC
- HOMO level (eV) = -8.197

```
44
Properties=species:S:1:pos:R:3:forces:R:3
C 0.668527 4.935511 -2.666400 -0.08 0.15 -0.13
O 1.214878 3.959335 -1.815662 0.00 -0.34 0.33
C 0.363147 3.172786 -1.078903 0.10 0.06 -0.06
C -1.019548 3.294222 -1.135602 0.11 0.09 -0.09
C -1.855837 2.487798 -0.382185 0.02 -0.09 0.11
C -1.322016 1.536680 0.468023 0.01 0.07 -0.06
C -2.182241 0.611545 1.279155 -0.21 -0.02 0.18
N -1.954216 -0.754267 0.848698 0.03 0.14 -0.07
C -2.792170 -1.770111 1.153695 0.33 0.33 -0.16
O -3.859580 -1.611791 1.716431 -0.27 0.01 0.14
C -2.327125 -3.095354 0.696864 -0.12 -0.68 -0.11
S -3.538723 -4.287568 0.376966 0.61 0.07 0.01
C -2.343255 -5.410372 -0.124105 -0.34 0.26 0.07
C -1.086127 -4.902998 -0.042678 -0.11 -0.11 -0.06
C -1.061286 -3.570531 0.438918 -0.51 0.12 0.09
C 0.191723 -2.838511 0.670673 0.27 0.02 0.07
C 1.126921 -2.705100 -0.351980 -0.12 0.00 0.06
C 2.304653 -2.012188 -0.135830 0.14 0.04 -0.02
C 2.569792 -1.458181 1.104747 0.05 0.00 -0.02
C 1.653031 -1.604033 2.133898 0.03 0.02 0.09
C 0.470750 -2.288278 1.921106 0.05 -0.07 -0.06
C 0.058157 1.412357 0.534405 0.04 0.24 -0.18
C 0.916687 2.200051 -0.223572 -0.09 -0.12 0.06
O 2.234996 1.918584 -0.022990 -0.32 0.01 0.11
C 3.248809 2.550010 -0.771658 0.42 0.14 -0.19
H 1.523889 5.424127 -3.131276 -0.10 0.01 0.00
H 0.087821 5.678140 -2.109930 0.00 -0.04 -0.03
H 0.041479 4.489295 -3.445040 0.01 0.02 0.04
H -1.465441 4.030960 -1.783800 0.01 0.09 -0.08
H -2.924792 2.609792 -0.462217 -0.13 0.00 -0.01
H -3.245274 0.834312 1.156461 0.14 0.05 0.06
H -1.937414 0.706756 2.346518 -0.11 0.03 -0.09
H -1.066548 -0.946407 0.412350 -0.15 -0.06 -0.03
H -2.638570 -6.388233 -0.449296 -0.02 -0.22 -0.07
H -0.195976 -5.452268 -0.293836 0.15 -0.12 -0.03
H 0.916349 -3.133218 -1.321608 -0.03 -0.03 -0.09
H 3.017840 -1.904207 -0.939517 0.06 0.02 -0.07
H 3.485751 -0.912288 1.270147 0.08 0.06 0.01
H 1.860433 -1.181664 3.106256 0.02 0.04 0.08
H -0.246921 -2.403071 2.720676 -0.06 -0.02 0.07
H 0.516487 0.686966 1.189663 0.09 -0.11 0.09
H 3.284482 3.624711 -0.583314 0.02 -0.10 -0.03
H 4.177470 2.091462 -0.431361 -0.04 0.04 -0.04
H 3.128989 2.375239 -1.842890 0.03 0.02 0.08
```
Forces are in eV/Å.

How is the electron density shared among the atoms? According to Mulliken, the charges in e are:
1 C -0.98
2 O -0.44
3 C 1.39
4 C -0.44
5 C -1.26
6 C 0.18
7 C -1.01
8 N -0.07
9 C 0.29
10 O -0.69
11 C 0.72
12 S -0.17
13 C -0.36
14 C -1.12
15 C -0.14
16 C -0.18
17 C -0.15
18 C -0.76
19 C -0.26
20 C -0.85
21 C 0.40
22 C -0.39
23 C 0.25
24 O -0.40
25 C -0.84
26 H 0.26
27 H 0.36
28 H 0.37
29 H 0.39
30 H 0.33
31 H 0.43
32 H 0.26
33 H 0.27
34 H 0.47
35 H 0.47
36 H 0.50
37 H 0.42
38 H 0.41
39 H 0.39
40 H 0.44
41 H 0.63
42 H 0.28
43 H 0.27
44 H 0.33

Entry 3:
Molecular formula: C20H19NO7S
Method: DFT, ωB97M-V with the def2-TZVPD basis set

Summary:
- E_tot (hartree) = -1752.96118
- strongest force on any atom (hartree/bohr) = 0.115
- HOMO level (eV) = -7.672

```
48
Properties=species:S:1:pos:R:3:forces:R:3
O 5.108757 5.492970 -2.776907 -0.97 -2.31 0.26
O 3.214835 5.560874 -1.286944 -0.03 -1.99 -1.43
O 4.987372 4.043669 -0.727448 -0.90 -0.46 -2.47
O 4.258539 0.914159 -2.548115 -1.68 0.65 0.37
O -2.151681 -3.989200 4.514546 -1.56 -0.43 -0.21
O -3.033718 -1.344936 3.673794 -0.67 0.13 0.28
O 3.591414 3.447212 -2.810017 2.70 2.80 -1.92
C 2.189038 0.520086 -1.338848 1.13 2.70 -0.91
C 1.483276 3.195261 -1.869890 -2.03 -3.37 1.85
C -0.218628 -3.721868 3.210852 2.29 1.92 -2.85
C 3.025025 1.402911 -2.091489 1.08 -5.67 1.36
C 2.724589 2.676646 -2.283768 -3.18 2.06 1.12
C -1.491790 -3.244830 3.557958 -0.28 1.41 0.83
C 1.041058 1.082152 -0.760027 -0.10 -1.64 0.05
C 0.605879 2.385490 -1.044140 2.39 0.55 -1.43
C 0.495735 -2.911650 2.224508 -0.64 -2.98 1.97
C 0.844354 -1.003076 0.772833 -4.02 3.27 -1.16
C -1.922168 -1.877808 3.179551 1.15 -3.19 -0.52
C 0.289206 0.199644 0.145853 1.98 -1.47 1.15
C -1.674964 -0.047375 1.405763 -1.82 -0.85 1.84
C 0.044122 -1.719534 1.685947 -0.29 0.00 0.23
C -1.223080 -1.220084 2.117973 -0.08 1.39 -0.68
N -0.975383 0.619010 0.517993 0.10 -0.76 0.00
C 5.137083 0.553702 -1.502684 -0.32 -0.70 0.91
C -3.322211 -4.813066 4.118516 -0.92 2.15 -0.14
C -3.117158 -1.244351 5.094206 0.15 0.83 1.14
C -0.605224 2.927366 -0.341418 -0.35 -0.16 -0.32
C -1.620104 1.800395 -0.096170 0.01 0.61 -2.31
S 4.280258 4.699313 -1.862099 1.51 4.11 3.41
H 2.642631 -0.429937 -1.108726 -0.45 -0.26 -0.01
H 1.085718 4.078833 -2.248864 0.04 1.81 -0.22
H 0.373659 -4.637088 3.570241 -1.76 1.34 -0.35
H 1.376637 -3.371208 1.802986 0.41 0.25 0.19
H 1.750290 -1.418233 0.480514 1.50 -0.26 -0.47
H -2.707562 0.370908 1.523134 1.10 -0.69 0.37
H 5.198693 -0.553150 -1.399445 0.40 0.66 -0.35
H 4.872771 0.939219 -0.519412 -0.72 0.13 0.02
H 6.039784 1.083710 -1.663922 1.32 -0.16 -0.54
H -3.153404 -5.247562 3.153665 -0.06 0.25 -0.82
H -4.373029 -4.316792 4.226435 2.11 -0.10 -0.60
H -3.439323 -5.640576 4.750710 0.64 -0.99 1.44
H -4.103674 -0.908050 5.363179 -0.33 0.82 -0.45
H -2.338060 -0.571303 5.506812 -0.47 -0.13 -0.48
H -3.080653 -2.132881 5.691271 0.61 -1.18 -0.46
H -0.243019 3.354079 0.608937 -0.53 0.50 -0.47
H -1.111209 3.594575 -1.082843 0.45 0.18 1.25
H -1.973800 1.624315 -1.164896 0.39 -0.81 1.34
H -2.536771 2.054954 0.453796 0.69 0.05 0.18
```
Forces are in eV/Å.

How is the electron density shared among the atoms? According to Mulliken, the charges in e are:
1 O -0.66
2 O -0.67
3 O -0.67
4 O -0.50
5 O -0.44
6 O -0.45
7 O -0.48
8 C -0.97
9 C -0.88
10 C -0.66
11 C 0.93
12 C 0.00
13 C 0.51
14 C 1.11
15 C -0.08
16 C -0.85
17 C -1.30
18 C 0.30
19 C 0.90
20 C 0.07
21 C 0.70
22 C 0.10
23 N 0.18
24 C -0.92
25 C -0.70
26 C -0.79
27 C -0.79
28 C -0.66
29 S 1.22
30 H 0.21
31 H 0.55
32 H 0.36
33 H 0.39
34 H 0.39
35 H 0.34
36 H 0.28
37 H 0.37
38 H 0.38
39 H 0.34
40 H 0.23
41 H 0.33
42 H 0.31
43 H 0.31
44 H 0.31
45 H 0.28
46 H 0.41
47 H 0.30
48 H 0.35

Per-record LUMO level, eV: -0.93 0.62 -2.14
Per-record ΔE to the lowest compared entry with this formula, charge and spin, kJ/mol: 321.42 171.75 536.94